(1)
DFT (ωB97M-V with the def2-TZVPD basis set) results for a molecular structure, C18H28BrI2N2O3 at a distorted geometry.

CARTESIAN COORDINATES (ANGSTROEM)
C (6.505, -1.831, 1.308)
C (6.718, -0.356, 0.735)
I (8.758, 0.454, 0.576)
C (5.622, 0.446, 0.305)
I (6.086, 2.469, -0.442)
N (4.197, 0.024, 0.346)
C (3.630, -1.036, -0.446)
C (2.113, -1.417, -0.403)
C (1.584, -2.600, -1.334)
C (2.164, -4.024, -0.843)
C (2.375, -4.046, 0.768)
Br (3.826, -4.500, -1.846)
C (1.156, -0.649, 0.548)
C (-0.395, -0.924, 0.758)
O (-0.853, -0.670, 1.908)
O (-1.307, -1.389, -0.216)
C (1.807, 0.495, 1.419)
C (3.335, 0.765, 1.269)
O (3.859, 1.833, 2.074)
H (7.166, -2.575, 0.716)
H (5.417, -2.177, 1.267)
H (6.943, -1.842, 2.378)
H (4.281, -1.650, -1.167)
H (2.019, -2.396, -2.389)
H (0.453, -2.642, -1.467)
H (1.377, -4.824, -1.090)
H (1.443, -3.597, 1.286)
H (3.346, -3.506, 1.073)
H (2.486, -5.139, 1.094)
H (-1.091, -1.057, -1.118)
H (1.166, 1.095, 2.141)
H (4.237, 1.399, 2.882)
C (-5.897, 3.088, -2.415)
C (-4.604, 2.944, -1.623)
N (-4.816, 2.752, -0.192)
C (-3.604, 2.929, 0.602)
C (-2.460, 1.944, 0.374)
C (-5.657, 1.623, 0.191)
C (-5.243, 0.232, -0.285)
H (-6.530, 3.875, -1.998)
H (-5.671, 3.356, -3.451)
H (-6.469, 2.156, -2.437)
H (-4.031, 3.867, -1.775)
H (-4.008, 2.131, -2.058)
H (-3.865, 2.926, 1.666)
H (-3.222, 3.940, 0.414)
H (-2.678, 0.965, 0.800)
H (-1.556, 2.311, 0.873)
H (-2.219, 1.822, -0.685)
H (-6.672, 1.815, -0.174)
H (-5.766, 1.605, 1.281)
H (-4.982, 0.212, -1.346)
H (-6.074, -0.465, -0.143)
H (-4.400, -0.159, 0.287)

Values from the calculation:
Charge: +1
Kohn-Sham gap in Ha: 0.1592
Lowest unoccupied orbital energy in eV: -5.42
HOMO energy in eV: -9.75

=====

(2)
DFT (ωB97M-V with the def2-TZVPD basis set) results for a molecular structure, C18H28CaNO4P2 at a distorted geometry.

CARTESIAN COORDINATES (ANGSTROEM)
Ca (0.104, 0.046, 0.411)
P (-2.528, -0.054, -0.680)
C (-2.238, 0.749, -2.337)
C (-0.837, 1.004, -2.740)
N (0.248, 0.741, -1.955)
C (1.513, 0.961, -2.426)
C (1.721, 1.584, -3.653)
C (0.634, 1.897, -4.462)
C (-0.639, 1.591, -3.998)
C (2.715, 0.566, -1.575)
P (2.587, -1.030, -0.629)
H (-1.534, 1.807, -4.590)
H (2.737, 1.785, -3.949)
H (0.780, 2.375, -5.438)
H (3.581, 0.475, -2.226)
H (2.915, 1.358, -0.838)
H (-2.659, 0.078, -3.072)
H (-2.761, 1.630, -2.372)
H (-1.736, -4.753, -4.797)
O (-0.878, -4.293, -4.723)
H (-0.912, -3.720, -3.920)
H (-0.325, -4.822, -0.679)
O (-0.169, -3.217, -0.303)
H (-0.636, -4.115, -0.431)
C (2.916, -2.242, -1.964)
H (3.488, -1.795, -2.786)
H (3.473, -3.097, -1.556)
H (1.956, -2.612, -2.347)
C (4.213, -0.953, 0.184)
H (4.384, -1.901, 0.708)
H (5.029, -0.778, -0.530)
H (4.205, -0.147, 0.930)
C (-3.462, 1.359, 0.057)
H (-4.530, 1.203, -0.095)
H (-3.239, 1.426, 1.123)
H (-3.144, 2.285, -0.422)
C (-3.920, -1.201, -1.043)
H (-4.104, -1.828, -0.160)
H (-4.838, -0.645, -1.278)
H (-3.656, -1.860, -1.881)
O (0.856, -0.204, 2.573)
C (0.072, 0.756, 2.946)
O (-0.679, 1.371, 2.107)
C (0.017, 1.171, 4.362)
C (-0.613, 2.384, 4.672)
C (-0.683, 2.806, 5.999)
C (-0.133, 2.006, 7.013)
C (0.499, 0.794, 6.698)
C (0.587, 0.381, 5.367)
H (-1.036, 2.978, 3.859)
H (-1.165, 3.754, 6.232)
H (-0.195, 2.325, 8.050)
H (0.927, 0.167, 7.480)
H (1.093, -0.545, 5.084)

Values from the calculation:
Charge: +1
Kohn-Sham gap in Ha: 0.2072
Lowest unoccupied orbital energy in eV: -5.59
HOMO energy in eV: -11.23

=====

(3)
DFT (ωB97M-V with the def2-TZVPD basis set) results for a molecular structure, C18H28MgNO5P2 at a distorted geometry.

CARTESIAN COORDINATES (ANGSTROEM)
Mg (-0.001, -0.376, 0.057)
P (-1.420, 1.242, 1.763)
C (-2.830, 0.126, 1.716)
C (-2.952, -0.828, 0.680)
N (-1.882, -1.284, -0.106)
C (-2.066, -1.954, -1.283)
C (-3.343, -2.257, -1.708)
C (-4.421, -1.926, -0.898)
C (-4.244, -1.292, 0.321)
C (-0.842, -2.336, -2.127)
P (0.707, -2.521, -1.164)
H (-5.084, -0.991, 0.943)
H (-3.447, -2.739, -2.681)
H (-5.427, -2.179, -1.221)
H (-1.043, -3.286, -2.631)
H (-0.663, -1.572, -2.900)
H (-1.591, -1.913, 2.998)
H (-3.411, -0.083, 2.634)
H (0.537, -1.293, 2.635)
O (-0.849, -2.232, 3.424)
H (-0.821, -1.947, 4.373)
H (1.422, 0.010, 1.327)
O (0.885, -1.305, 1.739)
H (1.524, -2.067, 1.743)
C (0.475, -4.208, -0.529)
H (0.389, -4.900, -1.376)
H (1.342, -4.487, 0.082)
H (-0.433, -4.269, 0.086)
C (1.933, -2.721, -2.479)
H (2.925, -2.543, -2.040)
H (1.889, -3.735, -2.895)
H (1.759, -1.978, -3.268)
C (-2.243, 2.535, 0.716)
H (-3.039, 2.988, 1.337)
H (-1.496, 3.276, 0.393)
H (-2.697, 2.035, -0.159)
C (-1.455, 1.929, 3.470)
H (-0.628, 2.652, 3.541)
H (-2.408, 2.444, 3.655)
H (-1.294, 1.150, 4.234)
O (4.539, 1.808, 0.503)
C (3.917, 2.648, -0.366)
C (4.642, 3.720, -0.906)
C (4.044, 4.578, -1.822)
C (2.726, 4.381, -2.207)
C (1.999, 3.312, -1.703)
C (2.547, 2.477, -0.712)
C (1.737, 1.409, -0.253)
O (0.653, 1.187, -0.867)
O (2.067, 0.663, 0.841)
H (3.852, 1.189, 0.833)
H (5.677, 3.873, -0.598)
H (4.601, 5.430, -2.221)
H (2.246, 5.037, -2.916)
H (0.993, 3.121, -2.009)

Values from the calculation:
Charge: +1
Kohn-Sham gap in Ha: 0.2062
Lowest unoccupied orbital energy in eV: -3.26
HOMO energy in eV: -8.87

=====

(4)
DFT (ωB97M-V with the def2-TZVPD basis set) results for a single C18H28N2O2 molecule.

CARTESIAN COORDINATES (ANGSTROEM)
C (-1.629, 3.181, 1.016)
C (-1.244, 2.408, 0.019)
C (-2.191, 1.590, -0.815)
N (-1.892, 0.177, -0.682)
C (-2.518, -0.469, 0.461)
C (-3.985, -0.663, 0.225)
C (-4.929, -0.247, 1.047)
C (-0.969, -0.498, -1.407)
O (-0.631, -1.632, -1.100)
C (-0.446, 0.211, -2.644)
C (0.536, -0.644, -3.448)
C (1.999, -0.389, -3.085)
C (2.353, -0.820, -1.660)
C (2.188, 0.297, -0.647)
O (1.850, 1.428, -0.961)
N (2.498, -0.004, 0.638)
C (2.843, -1.330, 1.115)
C (1.650, -2.209, 1.373)
C (1.498, -2.923, 2.472)
C (2.527, 1.068, 1.613)
C (1.408, 1.064, 2.612)
C (0.268, 0.418, 2.475)
H (-0.924, 3.743, 1.605)
H (-2.669, 3.298, 1.278)
H (-0.197, 2.297, -0.226)
H (-3.222, 1.744, -0.481)
H (-2.124, 1.893, -1.862)
H (-2.351, 0.131, 1.360)
H (-2.034, -1.444, 0.578)
H (-4.235, -1.175, -0.695)
H (-5.975, -0.414, 0.850)
H (-4.693, 0.265, 1.966)
H (-1.310, 0.459, -3.266)
H (0.045, 1.137, -2.346)
H (0.302, -1.699, -3.289)
H (0.407, -0.427, -4.511)
H (2.626, -0.943, -3.787)
H (2.222, 0.674, -3.200)
H (1.731, -1.668, -1.377)
H (3.400, -1.135, -1.626)
H (3.494, -1.823, 0.383)
H (3.413, -1.215, 2.040)
H (0.907, -2.245, 0.587)
H (0.644, -3.561, 2.621)
H (2.223, -2.904, 3.270)
H (3.487, 1.035, 2.143)
H (2.486, 2.007, 1.047)
H (1.598, 1.677, 3.484)
H (-0.502, 0.463, 3.226)
H (0.065, -0.186, 1.610)

Values from the calculation:
Kohn-Sham gap in Ha: 0.3693
Lowest unoccupied orbital energy in eV: 0.91
HOMO energy in eV: -9.14
SMILES: C=CCN(CC=C)C(=O)CCCCC(=O)N(CC=C)CC=C

=====

(5)
DFT (ωB97M-V with the def2-TZVPD basis set) results for a molecular structure, C18H28N2O3 at a distorted geometry.

CARTESIAN COORDINATES (ANGSTROEM)
C (-3.399, -2.942, 1.319)
H (-3.075, -2.644, 2.250)
H (-2.788, -3.797, 1.016)
H (-4.467, -3.132, 1.121)
C (-2.961, -2.055, 0.089)
C (-3.313, -2.431, -1.135)
H (-4.418, -2.583, -1.182)
H (-2.893, -1.618, -2.041)
H (-2.837, -3.281, -1.460)
H (-1.869, -1.786, 0.364)
C (-3.745, -0.352, 0.576)
H (-4.856, -0.550, 0.240)
H (-3.550, -0.520, 1.507)
C (-3.138, 0.740, -0.194)
N (-1.730, 0.850, -0.188)
C (-1.272, 0.989, 1.309)
O (-1.856, 0.882, 2.239)
C (0.270, 1.111, 1.366)
H (0.743, 2.177, 0.705)
H (0.497, 1.336, 2.464)
C (1.034, -0.064, 0.667)
N (1.184, -0.019, -0.515)
C (0.079, -0.070, -1.385)
H (0.297, -0.193, -2.324)
C (-0.900, 1.158, -1.492)
H (-1.480, 1.057, -2.123)
H (-0.326, 1.744, -1.228)
H (-0.387, -0.953, -1.205)
C (2.210, 0.798, -1.046)
C (3.683, 0.479, -0.518)
C (4.162, -0.665, -0.730)
C (5.361, -1.117, -0.297)
C (6.195, -0.067, 0.462)
C (5.648, 1.060, 0.514)
C (4.387, 1.425, 0.030)
H (4.090, 2.705, 0.148)
H (6.291, 1.964, 0.841)
O (7.385, -0.435, 1.195)
H (7.794, 0.359, 1.341)
H (5.672, -1.964, -0.140)
H (3.627, -1.614, -0.988)
H (2.191, 0.801, -2.008)
H (1.945, 1.843, -0.907)
H (2.015, -0.225, 1.261)
H (0.441, -0.908, 0.976)
H (-3.168, 0.419, -1.311)
C (-3.854, 1.815, 0.202)
O (-3.387, 2.903, -0.539)
H (-2.599, 3.371, -0.399)
H (-3.966, 2.164, 1.285)
H (-4.967, 1.835, -0.128)

Values from the calculation:
Kohn-Sham gap in Ha: 0.3142
Lowest unoccupied orbital energy in eV: 0.62
HOMO energy in eV: -7.93

=====

Table of relative energy (zero: lowest compared OMol25 entry of this formula, charge and spin) (eV), in record order: 3.795; 1.787; 0.055; 4.182; 19.117